Entry 1:
Molecular formula: C31H33N4PtSSb2
Method: DFT, ωB97M-V with the def2-TZVPD basis set

Output
charge: +1
⟨S²⟩: 2.01
multiplicity: 3
LUMO energy (spin up / spin down): -0.095 / -0.134 hartree
highest occupied orbital energy (spin up / spin down): -0.3241 / -0.3955 Eh

Cartesian coordinates (Å):
Pt1 0.109 -0.310 -0.029
C1 -1.930 -3.527 -2.140
Sb1 -0.630 -2.822 -0.610
C2 1.064 -4.056 -0.926
C3 -1.523 -3.778 1.121
C4 -0.536 -4.586 1.915
C5 -0.267 -5.892 1.502
C6 0.665 -6.684 2.148
C7 1.351 -6.174 3.240
C8 1.075 -4.891 3.678
C9 0.132 -4.083 3.041
C10 -0.125 -2.713 3.593
Sb2 0.844 -1.172 2.428
C11 2.867 -1.778 2.654
C12 0.762 0.454 3.795
H1 -1.916 -4.616 -2.154
H2 -1.599 -3.145 -3.104
H3 -2.944 -3.180 -1.949
H4 0.795 -5.109 -0.887
H5 1.805 -3.847 -0.156
H6 1.486 -3.816 -1.901
H7 -2.315 -4.420 0.733
H8 -1.989 -2.987 1.707
H9 -0.812 -6.294 0.655
H10 0.849 -7.694 1.806
H11 2.082 -6.778 3.760
H12 1.588 -4.504 4.551
H13 0.264 -2.626 4.607
H14 -1.186 -2.464 3.619
H15 3.153 -1.741 3.704
H16 3.506 -1.113 2.077
H17 2.979 -2.797 2.287
H18 1.127 0.131 4.769
H19 -0.265 0.805 3.888
H20 1.382 1.267 3.418
S1 1.018 3.967 1.081
C13 2.482 3.327 0.483
C14 2.370 2.018 0.105
C15 1.057 1.502 0.287
C16 0.228 2.457 0.820
C17 -1.150 2.153 1.144
C18 -2.083 3.057 1.659
C19 -3.362 2.627 1.935
C20 -3.710 1.298 1.699
C21 -2.745 0.458 1.189
N1 -1.505 0.872 0.916
H21 3.359 3.954 0.439
H22 3.201 1.455 -0.297
H23 -1.790 4.083 1.835
H24 -4.092 3.318 2.337
H25 -4.701 0.924 1.913
H26 -2.951 -0.587 0.986
N2 -8.035 4.239 -5.822
C22 -7.043 3.846 -5.398
C23 -5.799 3.352 -4.867
C24 -5.655 3.179 -3.493
C25 -4.458 2.712 -2.982
C26 -3.419 2.404 -3.849
C27 -3.556 2.570 -5.219
C28 -4.747 3.053 -5.729
N3 -2.194 1.910 -3.319
C29 -0.918 2.315 -3.655
C30 -0.078 1.600 -2.862
N4 -0.808 0.747 -2.068
C31 -2.066 0.958 -2.364
H27 -6.475 3.427 -2.834
H28 -4.318 2.606 -1.914
H29 -2.739 2.311 -5.879
H30 -4.873 3.189 -6.794
H31 -0.744 3.083 -4.387
H32 0.995 1.651 -2.796
H33 -2.918 0.456 -1.934

These are the Mulliken partial charges, in e, on atoms 1 to 5:
1. Pt 2.284
2. C -1.346
3. Sb 0.203
4. C -1.158
5. C -1.273

=====

Entry 2:
Molecular formula: C8H9Br12F3O2
Method: DFT, ωB97M-V with the def2-TZVPD basis set

Output
charge: 0
energy above the lowest of the compared OMol25 structures with the same formula, charge and spin: 0.197 eV
multiplicity: 1
LUMO energy: -0.013 hartree
highest occupied orbital energy: -0.3747 Eh

Cartesian coordinates (Å):
C1 -0.949 -3.439 0.228
C2 0.355 -4.195 0.276
O1 0.926 -3.964 1.566
C3 2.153 -4.446 1.760
O2 2.809 -5.037 0.952
C4 2.711 -4.136 3.176
F1 3.585 -3.141 3.052
F2 1.751 -3.809 4.017
F3 3.313 -5.217 3.631
H1 -0.728 -2.371 0.272
H2 -1.650 -3.675 1.035
H3 -1.446 -3.634 -0.715
H4 1.080 -3.888 -0.492
H5 0.268 -5.288 0.192
C5 0.571 0.918 1.230
Br1 1.240 2.515 2.036
Br2 -1.158 0.409 1.856
Br3 1.751 -0.583 1.286
H6 0.429 1.146 0.173
C6 0.851 5.045 -2.552
Br4 0.910 6.876 -2.124
Br5 0.593 3.963 -1.011
Br6 2.114 4.379 -3.785
H7 -0.077 5.010 -3.090
C7 -0.971 0.694 -2.580
Br7 0.281 -0.651 -2.179
Br8 -2.201 1.290 -1.270
Br9 -1.704 0.440 -4.289
H8 -0.315 1.541 -2.754
C8 -3.246 4.577 -0.023
Br10 -2.547 3.715 1.491
Br11 -2.187 5.946 -0.873
Br12 -5.063 5.175 0.298
H9 -3.447 3.837 -0.787

These are the Mulliken partial charges, in e, on atoms 1 to 5:
1. C -0.706
2. C -0.260
3. O -0.172
4. C 0.286
5. O -0.525

=====

Entry 3:
Molecular formula: C42H34AsIrN2O6
Method: DFT, ωB97M-V with the def2-TZVPD basis set

Output
charge: 0
energy above the lowest of the compared OMol25 structures with the same formula, charge and spin: 0.619 eV
multiplicity: 1
LUMO energy: -0.002 hartree
highest occupied orbital energy: -0.2609 Eh

Cartesian coordinates (Å):
Ir1 0.454 0.263 0.075
O1 1.891 -0.918 -0.964
C1 3.089 -1.004 -0.503
C2 4.154 -1.016 -1.451
C3 5.460 -1.103 -1.055
C4 5.825 -1.208 0.303
C5 4.830 -1.227 1.240
C6 3.474 -1.105 0.873
C7 2.453 -1.259 1.857
N1 1.218 -0.999 1.623
C8 0.217 -1.593 2.517
C9 -0.969 -0.669 2.500
N2 -1.196 -0.398 1.088
C10 -2.322 -0.722 0.553
C11 -2.739 -0.513 -0.792
C12 -4.076 -0.859 -1.098
C13 -4.579 -0.742 -2.363
C14 -3.721 -0.280 -3.380
C15 -2.425 0.069 -3.130
C16 -1.877 -0.006 -1.816
O2 -0.661 0.371 -1.667
H1 3.881 -0.939 -2.494
H2 6.236 -1.096 -1.811
H3 6.864 -1.288 0.590
H4 5.070 -1.337 2.293
H5 2.720 -1.730 2.807
H6 0.623 -1.786 3.513
H7 -0.087 -2.549 2.080
H8 -0.694 0.258 3.009
H9 -1.860 -1.061 2.991
H10 -3.068 -1.152 1.223
H11 -4.707 -1.217 -0.292
H12 -5.605 -1.002 -2.584
H13 -4.100 -0.200 -4.393
H14 -1.771 0.428 -3.913
C17 1.415 6.650 0.274
C18 2.289 5.741 0.845
C19 1.852 4.461 1.161
C20 0.539 4.091 0.898
C21 -0.332 4.995 0.305
C22 0.104 6.275 0.006
As1 -0.028 2.283 1.354
C23 -1.938 2.462 1.642
C24 -2.615 2.479 2.855
C25 -4.002 2.551 2.872
C26 -4.715 2.607 1.683
C27 -4.041 2.579 0.470
C28 -2.658 2.500 0.447
C29 0.897 2.240 3.069
C30 0.477 2.958 4.186
C31 1.249 2.971 5.339
C32 2.466 2.303 5.373
C33 2.918 1.640 4.243
C34 2.135 1.609 3.096
H15 1.755 7.648 0.028
H16 3.316 6.018 1.044
H17 2.547 3.760 1.605
H18 -1.346 4.709 0.062
H19 -0.580 6.978 -0.451
H20 -2.083 2.407 3.793
H21 -4.526 2.563 3.819
H22 -5.796 2.663 1.702
H23 -4.591 2.600 -0.463
H24 -2.129 2.450 -0.501
H25 -0.430 3.545 4.158
H26 0.908 3.522 6.206
H27 3.069 2.323 6.271
H28 3.886 1.154 4.242
H29 2.508 1.119 2.206
O3 0.193 2.959 -1.623
C35 1.366 2.625 -1.506
O4 1.796 1.550 -0.922
C36 2.475 3.513 -1.994
C37 2.132 4.661 -2.693
C38 3.092 5.601 -3.076
C39 4.388 5.330 -2.713
O5 5.507 6.085 -2.948
C40 6.580 5.412 -2.290
O6 6.093 4.165 -1.808
C41 4.734 4.180 -2.025
C42 3.808 3.245 -1.649
H30 1.087 4.820 -2.923
H31 2.833 6.499 -3.618
H32 6.922 6.022 -1.447
H33 7.383 5.233 -3.005
H34 4.072 2.344 -1.114

These are the Mulliken partial charges, in e, on atoms 1 to 5:
1. Ir 3.870
2. O -0.961
3. C 0.700
4. C -0.407
5. C -0.464

=====

| no. | E (Eh) | molar mass (g mol⁻¹) | maximum force (eV/A) |
| --- | --- | --- | --- |
| 1 | -2417.84670 | 932.30 | 0.16 |
| 2 | -31648.43528 | 1153.00 | 2.06 |
| 3 | -4521.92850 | 929.88 | 1.34 |